Formula: C4H9NO2
Source: OMol25
Level of theory: ωB97M-V/def2-TZVPD

Each line ends with the Mulliken charge.
Cartesian coordinates (Å):
C1 1.68 -0.86 0.40  -1.07
C2 1.29 0.45 -0.31  -0.17
C3 0.72 0.19 -1.67  0.01
O1 -0.39 0.51 -2.06  -0.58
H1 0.79 -1.41 0.72  0.28
H2 2.27 -0.64 1.29  0.30
H3 2.28 -1.52 -0.24  0.35
H4 0.59 1.01 0.31  0.18
H5 2.19 1.06 -0.48  0.32
H6 1.39 -0.35 -2.37  0.33
N1 -2.27 0.10 0.07  -0.24
C4 -2.03 0.44 1.36  0.07
O2 -1.19 1.23 1.74  -0.56
H7 -1.69 0.48 -0.68  0.26
H8 -2.93 -0.62 -0.16  0.20
H9 -2.70 -0.09 2.07  0.35

E_tot in hartree: -363.04967
SMILES: CCC=O.NC=O
Kohn-Sham gap in hartree: 0.3918
Relative energy (zero: lowest compared OMol25 entry of this formula, charge and spin) in kcal per mole: 22.5
Charge: 0